This record from OMol25 describes a structure of composition C26H23Br2N5O3Rh at a distorted geometry. The level of theory is the ωB97M-V functional and the def2-TZVPD basis.

Structure (XYZ):
```
60
C26H23Br2N5O3Rh (the ωB97M-V functional and the def2-TZVPD basis)
Rh -0.782 1.961 -0.880
Br -0.602 6.950 -0.819
C 0.826 5.741 -0.918
C 2.158 6.171 -0.835
C 3.187 5.270 -0.861
Br 4.952 5.920 -0.791
C 2.946 3.878 -0.894
C 3.919 2.868 -0.809
C 3.520 1.556 -0.848
C 2.169 1.228 -0.942
N 1.228 2.153 -0.985
C 1.596 3.471 -0.977
C 0.522 4.398 -1.026
O -0.706 3.928 -1.127
H 2.385 7.223 -0.735
H 4.968 3.115 -0.722
H 4.254 0.764 -0.802
H 1.839 0.199 -0.982
N -2.875 2.049 -0.712
C -3.240 1.703 0.663
C -2.361 2.494 1.597
N -0.944 2.200 1.305
H -3.161 3.001 -0.932
H -3.321 1.430 -1.388
H -3.079 0.634 0.805
H -4.290 1.915 0.871
H -2.627 2.255 2.628
H -2.530 3.560 1.442
H -0.639 1.277 1.638
H -0.326 2.904 1.696
O -2.098 -0.189 -2.579
C -1.458 -0.734 -1.692
N -1.292 -2.047 -1.426
C -0.553 -2.273 -0.189
C -0.284 -0.814 0.241
O 0.265 -0.442 1.269
N -0.770 -0.003 -0.725
C -1.406 -3.050 0.809
C -1.661 -4.392 0.539
C -2.485 -5.130 1.372
C -3.053 -4.539 2.493
C -2.788 -3.209 2.778
C -1.971 -2.465 1.935
C 0.809 -2.933 -0.399
C 1.620 -3.159 0.712
C 2.862 -3.751 0.557
C 3.302 -4.129 -0.706
C 2.502 -3.899 -1.813
C 1.261 -3.290 -1.663
H -1.752 -2.785 -1.931
H -1.207 -4.867 -0.325
H -2.684 -6.170 1.149
H -3.699 -5.115 3.142
H -3.214 -2.744 3.658
H -1.759 -1.432 2.178
H 1.274 -2.854 1.692
H 3.491 -3.915 1.423
H 4.272 -4.594 -0.827
H 2.842 -4.190 -2.798
H 0.647 -3.102 -2.534
```

Values from the calculation:
total charge = +1
Kohn-Sham gap (spin up / spin down) = 5.74 / 5.74 eV
lowest unoccupied orbital energy (spin up / spin down) = -5.040 / -5.043 eV
energy = -184018.9002 eV
energy relative to the best compared isomer or geometry (same formula, charge and spin) = 0.0 kcal/mol
HOMO energy (spin up / spin down) = -0.396 / -0.396 Ha

Mulliken atomic charge list, values in e, 4 entries: 0.516 -0.109 -0.282 -0.473

---

This record from OMol25 describes a cluster of 11 separate species, C26H23BrCl41F7N4O6PS4 in total at a distorted geometry. The level of theory is the ωB97M-V functional and the def2-TZVPD basis.

Structure (XYZ):
```
113
C26H23BrCl41F7N4O6PS4 (the ωB97M-V functional and the def2-TZVPD basis)
C -2.547 -3.100 0.657
C -3.291 -3.315 -0.675
C -2.944 -2.396 -1.878
Br -4.600 -2.502 -2.996
N -2.650 -0.997 -1.576
C -2.687 -0.098 -2.670
N -2.412 -0.394 -3.882
C -2.291 0.562 -4.990
C -1.583 -0.161 -6.162
C -0.215 -0.819 -5.782
C 0.981 0.029 -6.280
O 2.069 0.001 -5.373
C 2.968 1.075 -5.625
N -2.927 1.263 -2.337
P -4.478 1.880 -2.737
O -5.331 2.380 -1.687
O -5.248 0.682 -3.519
O -4.307 3.053 -3.863
C -2.260 1.711 -1.119
S -3.233 1.374 0.448
S -1.948 3.543 -0.983
O -3.161 4.279 -1.201
O -1.487 3.915 0.316
C -0.716 4.260 -2.169
F 0.489 4.147 -1.585
F -0.742 3.741 -3.408
C -0.924 5.827 -2.327
F -1.246 6.390 -1.167
F -1.799 6.093 -3.292
C 0.442 6.521 -2.745
F 1.166 6.827 -1.689
F 1.119 5.826 -3.652
F 0.130 7.690 -3.322
C -0.955 0.829 -0.959
S -0.116 1.098 0.675
Cl 0.306 1.164 -2.214
C -1.299 -0.745 -1.038
N -0.284 -1.407 -1.921
C 0.514 -2.051 -1.284
S 1.762 -2.488 -0.458
H -1.450 -3.000 0.568
H -2.767 -3.891 1.390
H -2.924 -2.166 1.124
H -3.116 -4.355 -1.006
H -4.374 -3.268 -0.477
H -2.203 -2.927 -2.501
H -2.198 -1.366 -4.102
H -3.274 0.918 -5.332
H -1.681 1.419 -4.654
H -1.445 0.498 -7.031
H -2.251 -0.986 -6.475
H -0.175 -1.781 -6.323
H -0.138 -1.074 -4.709
H 0.601 1.058 -6.458
H 1.356 -0.380 -7.242
H 3.928 0.735 -6.058
H 3.230 1.554 -4.665
H 2.558 1.833 -6.327
H -5.502 0.982 -4.409
H -3.414 3.026 -4.245
H -2.722 0.218 0.948
H 1.104 1.578 0.299
H -1.106 -1.125 -0.030
C 2.717 -2.060 3.834
Cl 3.651 -2.864 2.563
Cl 3.256 -2.637 5.413
Cl 2.960 -0.311 3.729
Cl 0.996 -2.428 3.619
C 0.644 -1.125 8.010
Cl -0.080 -0.458 9.476
Cl 2.192 -0.325 7.697
Cl 0.909 -2.862 8.219
Cl -0.448 -0.853 6.640
C 4.247 4.127 -8.238
Cl 5.347 2.800 -7.827
Cl 3.227 3.643 -9.601
Cl 3.220 4.502 -6.839
Cl 5.183 5.557 -8.678
C 0.429 3.662 9.667
Cl 0.067 2.521 8.364
Cl -0.661 3.363 11.029
Cl 2.104 3.442 10.193
Cl 0.206 5.318 9.083
C -1.144 -6.209 6.305
Cl -1.714 -5.663 7.888
Cl -2.466 -7.016 5.448
Cl -0.591 -4.816 5.362
Cl 0.201 -7.334 6.512
C 6.919 -0.498 2.215
Cl 6.171 0.158 3.679
Cl 8.458 0.320 1.921
Cl 7.203 -2.231 2.419
Cl 5.838 -0.234 0.833
C 3.255 -9.064 4.725
Cl 4.224 -9.836 3.464
Cl 3.792 -9.634 6.310
Cl 3.456 -7.307 4.629
Cl 1.541 -9.470 4.507
C -1.734 3.007 15.158
Cl -1.467 4.713 15.537
Cl -2.323 2.860 13.493
Cl -0.212 2.119 15.322
Cl -2.934 2.334 16.268
C -0.687 8.983 -6.792
Cl -1.612 9.148 -8.290
Cl -1.792 8.845 -5.417
Cl 0.309 7.522 -6.857
Cl 0.353 10.396 -6.581
C 2.096 -11.459 -0.046
Cl 1.534 -10.922 1.543
Cl 0.777 -12.273 -0.899
Cl 2.631 -10.056 -0.986
Cl 3.448 -12.581 0.157
```

Values from the calculation:
total charge = +1
Kohn-Sham gap = 8.02 eV
lowest unoccupied orbital energy = -4.106 eV
energy = -700682.4747 eV
HOMO energy = -0.446 Ha

Mulliken atomic charge list, values in e, 4 entries: -0.973 -0.557 -0.520 -0.059

---

This record from OMol25 describes a structure of composition C26H24BCl2N2O5S at a distorted geometry. The level of theory is the ωB97M-V functional and the def2-TZVPD basis.

Structure (XYZ):
```
61
C26H24BCl2N2O5S (the ωB97M-V functional and the def2-TZVPD basis)
N -0.878 4.257 0.884
C -0.832 3.235 0.314
C -0.767 2.096 -0.425
C -0.415 0.918 0.424
C 0.639 0.571 1.358
N 1.497 0.090 1.962
C -1.675 0.510 1.072
O -1.697 -0.046 2.278
C -2.968 0.717 0.535
Cl -4.242 0.159 1.578
C -3.083 1.475 -0.589
Cl -4.518 1.849 -1.316
C -1.864 1.788 -1.355
O -1.647 1.589 -2.575
C 1.140 6.451 1.235
O 1.374 6.238 -0.163
C 1.834 5.077 -0.657
C 1.269 4.501 -1.818
C 1.277 3.130 -1.941
C 1.765 2.324 -0.889
B -1.997 -1.426 1.865
C 1.491 0.861 -0.911
C 2.588 0.037 -0.496
C 2.539 -1.201 -1.151
C 1.709 -1.173 -2.273
C 1.849 -2.178 -3.349
S 0.498 0.059 -2.100
O -1.442 -2.386 2.657
C -0.974 -3.449 1.811
C 0.521 -3.259 1.632
C -1.203 -4.772 2.552
C -1.798 -3.284 0.444
C -0.988 -3.114 -0.838
C -2.801 -4.386 0.237
O -2.551 -2.007 0.692
C 2.661 2.945 -0.036
C 2.759 4.312 0.048
H 0.556 7.375 1.236
H 0.482 5.670 1.638
H 2.114 6.541 1.743
H 0.683 5.147 -2.454
H 0.750 2.698 -2.797
H 3.406 0.294 0.221
H 3.209 -2.041 -0.907
H 2.757 -2.783 -3.102
H 0.969 -2.852 -3.439
H 2.031 -1.682 -4.322
H 1.018 -4.116 1.146
H 0.766 -2.360 1.058
H 0.979 -3.116 2.617
H -0.801 -5.647 1.992
H -0.722 -4.694 3.545
H -2.274 -4.954 2.766
H -0.285 -3.942 -1.045
H -1.676 -3.037 -1.690
H -0.422 -2.183 -0.869
H -2.313 -5.365 0.167
H -3.537 -4.376 1.043
H -3.381 -4.207 -0.679
H 3.151 2.339 0.718
H 3.473 4.781 0.716
```

Values from the calculation:
total charge = -1
Kohn-Sham gap = 5.37 eV
lowest unoccupied orbital energy = 2.016 eV
energy = -77122.4298 eV
energy relative to the best compared isomer or geometry (same formula, charge and spin) = 78.8 kcal/mol
HOMO energy = -0.123 Ha

Mulliken atomic charge list, values in e, 4 entries: -0.969 0.108 0.989 1.292

---

Repeat the third record exactly.
This record from OMol25 describes a structure of composition C26H24BCl2N2O5S at a distorted geometry. The level of theory is the ωB97M-V functional and the def2-TZVPD basis.

Structure (XYZ):
```
61
C26H24BCl2N2O5S (the ωB97M-V functional and the def2-TZVPD basis)
N -0.878 4.257 0.884
C -0.832 3.235 0.314
C -0.767 2.096 -0.425
C -0.415 0.918 0.424
C 0.639 0.571 1.358
N 1.497 0.090 1.962
C -1.675 0.510 1.072
O -1.697 -0.046 2.278
C -2.968 0.717 0.535
Cl -4.242 0.159 1.578
C -3.083 1.475 -0.589
Cl -4.518 1.849 -1.316
C -1.864 1.788 -1.355
O -1.647 1.589 -2.575
C 1.140 6.451 1.235
O 1.374 6.238 -0.163
C 1.834 5.077 -0.657
C 1.269 4.501 -1.818
C 1.277 3.130 -1.941
C 1.765 2.324 -0.889
B -1.997 -1.426 1.865
C 1.491 0.861 -0.911
C 2.588 0.037 -0.496
C 2.539 -1.201 -1.151
C 1.709 -1.173 -2.273
C 1.849 -2.178 -3.349
S 0.498 0.059 -2.100
O -1.442 -2.386 2.657
C -0.974 -3.449 1.811
C 0.521 -3.259 1.632
C -1.203 -4.772 2.552
C -1.798 -3.284 0.444
C -0.988 -3.114 -0.838
C -2.801 -4.386 0.237
O -2.551 -2.007 0.692
C 2.661 2.945 -0.036
C 2.759 4.312 0.048
H 0.556 7.375 1.236
H 0.482 5.670 1.638
H 2.114 6.541 1.743
H 0.683 5.147 -2.454
H 0.750 2.698 -2.797
H 3.406 0.294 0.221
H 3.209 -2.041 -0.907
H 2.757 -2.783 -3.102
H 0.969 -2.852 -3.439
H 2.031 -1.682 -4.322
H 1.018 -4.116 1.146
H 0.766 -2.360 1.058
H 0.979 -3.116 2.617
H -0.801 -5.647 1.992
H -0.722 -4.694 3.545
H -2.274 -4.954 2.766
H -0.285 -3.942 -1.045
H -1.676 -3.037 -1.690
H -0.422 -2.183 -0.869
H -2.313 -5.365 0.167
H -3.537 -4.376 1.043
H -3.381 -4.207 -0.679
H 3.151 2.339 0.718
H 3.473 4.781 0.716
```

Values from the calculation:
total charge = -1
Kohn-Sham gap = 5.37 eV
lowest unoccupied orbital energy = 2.016 eV
energy = -77122.4298 eV
energy relative to the best compared isomer or geometry (same formula, charge and spin) = 78.8 kcal/mol
HOMO energy = -0.123 Ha

Mulliken atomic charge list, values in e, 4 entries: -0.969 0.108 0.989 1.292

---

Question: energy of number 2 (C26H23BrCl41F7N4O6PS4)?
Answer: -700682.4747 eV

---

Question: What is the total charge in the second record?
Answer: +1